Entry from the OMol25 dataset: a cluster of 2 separate species, C7H14N2 in total at a distorted geometry (ωB97M-V with the def2-TZVPD basis set).

Results
**Frontier orbital gap**: 9.6 eV
**Lowest unoccupied orbital energy**: 0.89 eV
**HOMO energy**: -8.712 eV
**E_tot**: -10465.5990 eV
**Relative energy (zero: lowest compared OMol25 entry of this formula, charge and spin)**: 0.768 eV

```
! RIJCOSX wB97M-V def2-TZVPD def2/J DEFGRID3
* xyz 0 1
N 2.000 -2.112 -0.518
N 1.279 -0.073 -0.094
C -0.479 3.322 -1.674
C -1.224 -1.579 2.351
C -0.720 -0.547 1.360
C 0.489 -0.973 0.588
C -0.871 1.857 -1.411
C 2.185 -0.771 -0.709
C 0.949 -2.234 0.376
H 2.931 -0.516 -1.448
H -0.411 0.380 1.829
H -0.139 1.145 -1.791
H 0.046 3.615 -0.767
H 0.837 -3.184 0.867
H -1.697 -2.443 1.892
H -1.844 1.436 -1.693
H -1.763 -1.149 3.178
H 0.257 3.359 -2.476
H 2.306 -2.773 -1.212
H -1.324 3.960 -1.919
H -0.870 1.636 -0.344
H -0.390 -2.003 2.938
H -1.547 -0.351 0.677
*
```

=====

Entry from the OMol25 dataset: the molecule C7H14N2 at a distorted geometry (ωB97M-V with the def2-TZVPD basis set).

Results
**Frontier orbital gap**: 9.5 eV
**Lowest unoccupied orbital energy**: 1.06 eV
**HOMO energy**: -8.466 eV
**E_tot**: -10464.0251 eV
**Relative energy (zero: lowest compared OMol25 entry of this formula, charge and spin)**: 2.342 eV

```
! RIJCOSX wB97M-V def2-TZVPD def2/J DEFGRID3
* xyz 0 1
N 2.495 0.993 0.320
N 3.263 0.652 -0.581
C 1.297 -1.698 0.526
C 0.984 0.778 0.081
C 0.302 2.056 -0.284
C -2.004 0.246 0.998
C -1.625 -0.867 -1.245
C -1.143 -0.714 0.189
C 0.514 -0.445 0.265
H -0.991 -1.557 -1.810
H 1.067 -2.453 -0.233
H -2.991 -0.196 1.189
H -1.558 0.462 1.975
H -1.233 -1.691 0.678
H -0.105 2.546 0.605
H 4.254 0.863 -0.358
H 1.049 -2.104 1.511
H -1.645 0.091 -1.774
H 1.017 2.748 -0.742
H -0.495 1.908 -1.016
H 2.379 -1.536 0.500
H -2.187 1.189 0.475
H -2.645 -1.272 -1.269
*
```

=====

Entry from the OMol25 dataset: a cluster of 2 separate species, C7H14N2 in total at a distorted geometry (ωB97M-V with the def2-TZVPD basis set).

Results
**Frontier orbital gap (alpha / beta)**: 10.1 / 6.2 eV
**Lowest unoccupied orbital energy (alpha / beta)**: -4.18 / -8.02 eV
**HOMO energy (alpha / beta)**: -14.229 / -14.222 eV
**E_tot**: -10455.9517 eV
**Relative energy (zero: lowest compared OMol25 entry of this formula, charge and spin)**: 2.132 eV

```
! RIJCOSX wB97M-V def2-TZVPD def2/J DEFGRID3
* xyz 1 2
N -0.748 0.212 -1.148
N -1.850 2.266 -0.765
C -2.409 1.267 0.028
C -0.758 1.585 -1.371
C 3.235 -0.138 0.664
C 2.531 0.554 -0.532
C -0.981 -2.182 0.947
C -1.843 0.002 -0.237
C -2.031 -1.369 0.380
H 4.139 0.555 0.858
H 2.503 -0.103 1.479
H 0.023 -2.238 0.369
H -3.055 -1.276 0.930
H -1.281 -3.149 1.180
H 3.488 -1.176 0.421
H -0.528 -1.641 1.861
H -2.223 3.220 -0.961
H -2.379 -1.997 -0.413
H -3.074 1.514 0.762
H 2.702 1.671 -0.548
H 1.495 0.442 -0.464
H 0.098 1.852 -1.994
H 2.944 0.127 -1.448
*
```

=====

Entry from the OMol25 dataset: a cluster of 2 separate species, C7H14N2O in total at a distorted geometry (ωB97M-V with the def2-TZVPD basis set).

Results
**Frontier orbital gap**: 8.8 eV
**Lowest unoccupied orbital energy**: 0.81 eV
**HOMO energy**: -8.035 eV
**E_tot**: -12512.0385 eV
**Relative energy (zero: lowest compared OMol25 entry of this formula, charge and spin)**: 1.902 eV

```
! RIJCOSX wB97M-V def2-TZVPD def2/J DEFGRID3
* xyz 0 1
O -2.173 -1.390 1.209
N -1.402 -0.054 -0.483
N 2.489 1.097 0.226
C -1.526 1.263 -1.075
C 0.763 1.203 1.861
C 1.981 -1.751 -0.013
C -1.324 -1.146 -1.442
C 1.409 0.533 0.897
C -1.996 -0.286 0.754
C 1.072 -0.908 0.507
H -1.893 1.268 -2.103
H 2.614 2.093 0.316
H 1.948 -2.804 0.213
H -2.212 1.878 -0.495
H 0.993 2.238 2.069
H -2.098 -1.069 -2.207
H -0.001 0.728 2.450
H -2.320 0.643 1.255
H -0.559 1.769 -1.074
H 2.815 -1.440 -0.623
H 0.355 -1.336 1.195
H -0.364 -1.056 -1.954
H 2.825 0.611 -0.591
H -1.398 -2.081 -0.891
*
```

=====

Entry from the OMol25 dataset: the molecule C7H14N2O2 at a distorted geometry (ωB97M-V with the def2-TZVPD basis set).

Results
**Frontier orbital gap (alpha / beta)**: 7.6 / 7.6 eV
**Lowest unoccupied orbital energy (alpha / beta)**: 0.74 / 0.74 eV
**HOMO energy (alpha / beta)**: -6.903 / -6.902 eV
**E_tot**: -14557.4224 eV
**Relative energy (zero: lowest compared OMol25 entry of this formula, charge and spin)**: 3.357 eV

```
! RIJCOSX wB97M-V def2-TZVPD def2/J DEFGRID3
* xyz 0 1
O 1.535 0.972 -0.818
O 1.483 1.118 1.441
N 1.822 -1.908 -0.486
N -0.682 0.773 -0.667
C 1.579 -0.913 0.537
C 0.413 0.547 -1.538
C -1.076 0.235 1.642
C -1.209 -1.542 -0.215
C 1.660 0.450 0.440
C -0.890 2.194 -0.374
C -0.786 -0.203 0.251
H -0.354 2.641 0.506
H -1.908 -1.946 0.599
H -0.189 0.878 1.937
H -2.014 2.236 -0.383
H -0.510 2.814 -1.147
H 1.973 -2.832 -0.057
H -1.431 -0.509 2.472
H -1.830 1.117 1.599
H 0.397 1.149 -2.384
H 0.508 -0.540 -1.759
H 1.302 -1.497 1.456
H -1.777 -1.478 -1.101
H -0.348 -2.173 -0.571
H 2.334 -1.580 -1.378
*
```

=====

Entry from the OMol25 dataset: a cluster of 2 separate species, C7H14N2OSi in total at a distorted geometry (ωB97M-V with the def2-TZVPD basis set).

Results
**Frontier orbital gap**: 9.1 eV
**Lowest unoccupied orbital energy**: 0.30 eV
**HOMO energy**: -8.785 eV
**E_tot**: -20390.6550 eV
**Relative energy (zero: lowest compared OMol25 entry of this formula, charge and spin)**: 1.682 eV

```
! RIJCOSX wB97M-V def2-TZVPD def2/J DEFGRID3
* xyz 0 1
Si -2.296 0.636 -0.434
O -1.671 1.776 -1.294
N 1.127 0.470 -0.993
N 1.576 -0.785 -1.117
C 3.094 -2.287 0.195
C 2.249 0.143 0.819
C 2.334 -0.941 -0.044
C -2.654 0.798 1.378
C 1.531 1.077 0.154
C -2.841 -0.974 -1.220
C 1.211 2.486 0.634
H 3.580 -2.098 1.203
H 0.778 2.409 1.647
H 2.886 0.095 1.718
H -2.321 -1.800 -0.696
H -1.972 0.290 2.213
H -3.895 -1.278 -1.106
H -3.723 0.426 1.538
H 2.064 3.049 0.570
H 2.500 -3.207 0.279
H 0.300 0.771 -1.593
H -2.662 1.781 1.674
H 3.857 -2.321 -0.522
H -2.552 -1.342 -2.199
H 0.358 2.757 0.062
*
```

=====

Entry from the OMol25 dataset: a structure of composition C7H14N3 at a distorted geometry (ωB97M-V with the def2-TZVPD basis set).

Results
**Frontier orbital gap**: 9.4 eV
**Lowest unoccupied orbital energy**: -3.69 eV
**HOMO energy**: -13.046 eV
**E_tot**: -11947.2106 eV
**Relative energy (zero: lowest compared OMol25 entry of this formula, charge and spin)**: 3.709 eV

```
! RIJCOSX wB97M-V def2-TZVPD def2/J DEFGRID3
* xyz 1 1
N 1.010 -0.554 0.011
N -3.120 -0.081 0.051
N -1.526 -1.116 1.146
C 1.343 -1.690 0.812
C -0.959 -0.411 0.170
C -1.933 1.254 -1.679
C 1.497 0.657 0.697
C -1.881 0.281 -0.562
C 1.319 -0.710 -1.486
C -2.819 -0.968 1.027
H 2.542 0.504 0.820
H -2.224 2.213 -1.305
H -3.679 -1.169 1.801
H 2.179 -1.365 1.403
H 1.790 -2.638 0.379
H 0.914 -1.766 -1.749
H 0.895 0.161 -2.029
H -1.008 1.299 -2.172
H 1.051 0.632 1.713
H 0.484 -2.040 1.465
H 2.392 -0.709 -1.652
H 1.246 1.558 0.141
H -3.938 0.376 -0.343
H -2.683 1.063 -2.381
*
```

=====

Entry from the OMol25 dataset: a cluster of 2 separate species, C7H14N3O2 in total at a distorted geometry (ωB97M-V with the def2-TZVPD basis set).

Results
**Frontier orbital gap**: 9.1 eV
**Lowest unoccupied orbital energy**: -3.28 eV
**HOMO energy**: -12.397 eV
**E_tot**: -16041.4574 eV
**Relative energy (zero: lowest compared OMol25 entry of this formula, charge and spin)**: 3.485 eV

```
! RIJCOSX wB97M-V def2-TZVPD def2/J DEFGRID3
* xyz 1 1
O -1.932 -0.940 1.400
O 1.926 -0.182 -0.073
N -0.743 -1.096 -0.550
N 3.003 0.525 0.134
N 0.121 -2.525 1.079
C 3.808 0.692 -1.090
C 3.370 1.006 1.287
C -3.942 0.579 -0.651
C 0.113 -2.024 -0.082
C -1.729 -0.484 0.316
C -3.279 1.544 0.392
C -2.412 0.676 -0.419
H 3.283 0.124 -1.984
H -0.561 -0.613 -1.347
H -1.771 1.013 -1.228
H 2.591 0.948 2.007
H 0.844 -2.156 -0.879
H -4.181 1.089 -1.573
H 4.863 0.387 -0.691
H 3.976 1.728 -1.366
H -4.667 -0.179 -0.355
H 4.356 1.493 1.302
H 0.736 -3.251 1.303
H -3.494 2.507 -0.002
H -0.715 -2.196 1.682
H -3.562 1.334 1.389
*
```

=====

Entry from the OMol25 dataset: the molecule C7H14N4 at a distorted geometry (ωB97M-V with the def2-TZVPD basis set).

Results
**Frontier orbital gap (alpha / beta)**: 8.1 / 8.1 eV
**Lowest unoccupied orbital energy (alpha / beta)**: -0.06 / -0.06 eV
**HOMO energy (alpha / beta)**: -8.141 / -8.142 eV
**E_tot**: -13442.0781 eV
**Relative energy (zero: lowest compared OMol25 entry of this formula, charge and spin)**: 3.869 eV

```
! RIJCOSX wB97M-V def2-TZVPD def2/J DEFGRID3
* xyz 0 1
N -0.048 0.006 -0.269
N -1.131 -0.682 -2.124
N -0.393 -0.928 -2.987
N 1.118 -0.111 -0.730
C -2.990 -0.756 0.797
C -2.520 0.251 -0.253
C -2.337 1.598 0.439
C 2.318 0.164 -0.016
C 3.557 -0.151 -0.814
C 2.249 -0.724 1.244
C -1.219 -0.103 -0.920
H -1.502 1.696 1.064
H -3.264 0.553 -0.922
H -2.216 -0.782 1.614
H 1.811 -1.729 1.051
H 2.179 1.282 0.286
H -3.365 1.930 0.893
H 1.611 -0.208 1.907
H 4.369 0.125 -0.083
H -2.905 -1.755 0.241
H -3.921 -0.507 1.280
H 3.305 -0.705 1.619
H 3.678 0.473 -1.725
H -2.044 2.226 -0.453
H 3.660 -1.160 -1.140
*
```

=====

Entry from the OMol25 dataset: the ion C7H14N4 with charge +2 at a distorted geometry (ωB97M-V with the def2-TZVPD basis set).

Results
**Frontier orbital gap**: 10.2 eV
**Lowest unoccupied orbital energy**: -8.68 eV
**HOMO energy**: -18.883 eV
**E_tot**: -13426.2416 eV
**Relative energy (zero: lowest compared OMol25 entry of this formula, charge and spin)**: 3.207 eV

```
! RIJCOSX wB97M-V def2-TZVPD def2/J DEFGRID3
* xyz 2 1
N -1.149 -1.410 0.617
N -1.220 0.007 0.501
N 2.395 0.450 -0.014
N 1.139 -1.365 0.236
C 0.177 1.841 1.526
C -1.888 0.328 -0.828
C 3.428 -0.258 -0.712
C 0.024 0.729 0.849
C -0.075 -2.035 0.463
C 1.261 -0.048 0.268
C -3.430 0.049 -0.713
H 2.613 1.490 0.044
H 3.492 -1.239 -0.305
H -0.223 -3.125 0.293
H -3.729 -0.954 -0.639
H -1.573 -0.163 -1.791
H 4.354 0.368 -0.447
H -3.782 0.415 -1.712
H -1.678 1.463 -0.918
H -1.967 0.434 1.127
H -3.795 0.546 0.307
H 1.125 2.137 1.836
H 1.913 -1.901 -0.159
H 3.222 -0.255 -1.878
H -0.633 2.492 2.050
*
```

=====

The highest E_tot belongs to which entry? number 3